144
Properties=species:S:1:pos:R:3:forces:R:3:lowdin_charge:R:1 method="wB97M-V/def2-TZVPD" multiplicity=1 total_energy_ha=-4439.5668 fmax_ev_per_a=0.80
Cl 12.096 -2.783 0.342 -0.001 0.029 0.049 0.677
Cl 3.870 -6.813 4.391 -0.176 -0.055 -0.069 0.635
Cl 4.298 -3.730 4.969 -0.121 0.102 0.049 0.667
O 9.915 -2.476 4.551 0.069 -0.435 -0.013 0.163
O 9.609 -0.984 0.427 0.064 -0.326 -0.260 0.131
N -11.510 9.704 4.157 0.003 -0.007 0.001 0.006
N 4.063 -8.167 7.793 -0.026 -0.011 0.011 0.001
N -2.227 2.544 -7.683 -0.156 -0.056 0.028 -0.001
N 10.308 -2.302 2.247 -0.561 0.533 0.209 0.024
N -8.584 4.980 6.731 -0.004 0.017 -0.006 0.005
N -5.203 0.981 -5.161 0.037 0.003 -0.016 0.013
N 0.071 1.044 -3.801 0.060 0.017 0.014 0.020
N -8.004 5.058 1.294 0.017 0.014 0.000 0.013
N -5.524 1.329 -0.740 0.036 -0.011 -0.027 0.023
N 1.187 -0.300 -8.584 0.016 -0.017 0.043 0.015
N 5.355 -0.969 -2.812 -0.006 -0.043 0.062 0.003
N 8.482 -4.484 -1.972 -0.048 0.014 0.008 0.011
C -0.483 -0.941 -7.287 0.062 0.020 0.003 -0.125
C -5.733 1.987 1.365 -0.028 0.007 0.006 -0.118
C -5.868 -0.667 -3.843 0.015 0.010 0.051 -0.117
C 1.523 -1.537 -8.108 0.014 0.034 0.000 -0.137
C -7.993 6.156 0.477 0.004 -0.033 0.006 -0.143
C 0.507 -1.963 -7.295 -0.027 -0.015 0.035 -0.109
C -0.979 2.568 -2.585 0.016 -0.004 -0.038 -0.100
C 7.058 -3.458 3.554 0.097 0.060 0.063 0.042
C -8.944 7.161 6.772 -0.006 0.008 -0.022 -0.108
C -2.855 3.945 -9.276 -0.012 -0.009 -0.013 -0.106
C -9.762 5.188 6.068 0.034 -0.030 -0.016 -0.151
C -8.627 7.175 1.136 -0.021 0.006 0.007 -0.110
C 5.231 -6.514 2.082 0.055 0.170 -0.134 -0.114
C 4.967 -9.647 9.167 0.000 -0.001 0.007 -0.116
C 0.144 1.786 -2.656 0.020 -0.003 0.033 -0.133
C -2.759 1.775 -8.688 -0.176 0.121 0.082 -0.166
C 7.979 -5.795 -3.683 0.001 -0.003 -0.003 -0.107
C -5.250 0.651 1.349 -0.005 -0.005 0.003 -0.111
C -5.891 2.373 0.058 -0.032 0.076 -0.062 -0.153
C 10.523 -5.459 3.004 -0.100 0.187 0.122 -0.072
C 4.296 -8.659 9.937 0.003 -0.007 0.003 -0.115
C 4.960 1.207 -2.745 -0.028 0.000 0.021 -0.105
C -3.159 2.618 -9.689 0.001 0.011 -0.010 -0.102
C -1.083 1.343 -4.465 -0.098 0.028 -0.101 -0.159
C -4.864 -0.252 -4.677 0.033 0.061 -0.035 -0.139
C 3.924 0.574 -3.485 -0.063 0.001 -0.012 -0.118
C -1.761 2.286 -3.738 0.003 0.024 0.005 -0.110
C -6.852 0.360 -3.824 -0.016 0.023 0.069 -0.127
C 8.043 -2.360 1.646 0.118 0.034 0.134 -0.086
C -6.412 1.362 -4.649 0.058 0.043 0.038 -0.139
C 4.804 -9.315 7.848 0.002 0.019 -0.017 -0.146
C 6.952 -5.909 -2.707 0.011 0.030 -0.029 -0.109
C 4.196 -0.768 -3.508 0.000 -0.015 0.012 -0.141
C 5.899 -3.630 2.800 -0.125 0.081 -0.170 -0.248
C -11.390 10.460 5.291 0.027 -0.038 -0.004 -0.144
C 10.740 -4.706 1.675 -0.019 -0.353 0.056 -0.247
C 11.301 -3.298 1.864 0.423 -0.041 -0.185 -0.636
C 5.077 -5.886 3.458 0.455 0.003 -0.065 -0.756
C 9.514 -2.568 3.430 0.174 0.079 -0.165 -0.351
C -2.283 3.866 -8.036 0.016 -0.007 0.027 -0.133
C 6.895 -2.488 0.899 0.047 0.200 -0.069 0.009
C 5.827 0.228 -2.342 0.033 -0.058 0.016 -0.141
C -12.501 11.255 5.384 -0.014 0.006 -0.009 -0.113
C 8.124 -2.831 2.947 0.048 0.058 -0.129 -0.065
C 7.291 -5.088 -1.664 0.012 0.080 0.097 -0.153
C -5.130 0.278 0.036 -0.013 0.001 -0.015 -0.135
C 3.747 -7.761 9.060 0.005 0.003 -0.020 -0.143
C 5.824 -3.142 1.490 -0.130 -0.159 0.248 -0.008
C -12.683 10.006 3.522 0.012 -0.022 -0.004 -0.141
C -8.635 5.363 2.467 -0.003 -0.046 -0.010 -0.132
C 9.372 -1.791 1.275 -0.008 -0.220 0.116 -0.376
C -9.036 6.669 2.400 -0.001 0.051 -0.041 -0.107
C -0.030 0.075 -8.090 0.116 -0.072 0.040 -0.140
C 8.907 -4.911 -3.200 0.014 0.002 0.011 -0.133
C -13.323 10.966 4.259 0.003 0.007 0.009 -0.115
C 4.724 -4.391 3.377 0.251 -0.336 -0.396 -0.682
C -8.079 6.175 7.163 0.010 -0.025 -0.011 -0.138
C -10.013 6.534 6.075 -0.034 0.042 -0.033 -0.122
H -1.214 3.263 -1.797 -0.007 -0.004 0.005 0.093
H 0.472 -2.903 -6.770 -0.012 -0.010 -0.014 0.090
H 6.790 -4.882 -0.733 0.010 -0.023 0.004 0.080
H -3.036 4.851 -9.828 0.002 0.001 -0.004 0.090
H 3.079 1.054 -3.951 0.033 0.041 -0.026 0.076
H 10.645 -4.808 3.871 0.044 -0.046 -0.036 0.065
H -5.894 -1.600 -3.304 -0.014 -0.012 -0.015 0.092
H 9.803 -4.676 1.111 0.044 0.202 -0.058 0.100
H 5.056 2.259 -2.534 -0.001 0.003 -0.001 0.092
H -12.960 9.515 2.606 -0.009 0.000 0.000 0.105
H -7.774 0.362 -3.266 -0.016 -0.015 -0.022 0.095
H 5.998 -5.986 1.511 0.002 -0.010 0.062 0.069
H -5.014 0.038 2.203 0.001 0.000 0.004 0.088
H -8.153 4.086 6.877 -0.002 -0.006 0.012 0.143
H -12.703 11.964 6.169 -0.001 0.002 0.002 0.088
H 5.149 -9.795 6.949 0.005 -0.007 0.002 0.103
H -9.560 7.198 3.179 0.035 -0.028 0.048 0.062
H 5.794 -1.861 -2.674 0.030 -0.008 -0.063 0.134
H -1.316 0.855 -5.395 0.010 -0.116 0.042 0.064
H 5.507 -10.502 9.538 0.000 -0.003 0.002 0.087
H -7.153 6.223 7.710 0.004 0.011 -0.002 0.105
H -10.319 4.366 5.651 -0.021 0.010 0.003 0.108
H 12.096 -3.314 2.608 -0.108 0.090 0.098 0.118
H 4.224 -8.614 11.011 0.000 -0.001 0.003 0.088
H 7.134 -3.816 4.573 -0.056 0.034 0.022 0.130
H 9.514 -5.869 3.069 0.054 -0.081 -0.037 0.070
H 5.545 -7.552 2.173 -0.106 -0.002 0.009 0.082
H -1.908 4.631 -7.377 0.002 0.003 0.001 0.109
H -10.529 10.368 5.930 -0.004 0.004 0.010 0.101
H -5.935 2.593 2.233 0.034 0.007 0.006 0.086
H -0.467 1.023 -8.344 0.110 -0.040 -0.089 0.083
H 6.735 0.281 -1.766 0.014 0.019 -0.020 0.105
H 1.751 0.254 -9.202 -0.001 0.007 -0.005 0.148
H 3.794 -7.694 6.950 0.041 0.036 -0.007 0.076
H 2.450 -2.008 -8.386 -0.002 -0.010 0.003 0.107
H 3.668 -1.591 -3.959 0.007 0.006 -0.024 0.105
H 11.235 -6.275 3.121 -0.040 -0.002 -0.042 0.077
H 4.911 -3.294 0.926 -0.013 0.025 0.006 0.126
H -3.941 -0.727 -4.963 0.006 -0.007 0.020 0.101
H 6.069 -6.523 -2.764 -0.001 -0.004 0.001 0.090
H -5.546 1.327 -1.747 -0.046 -0.062 -0.008 0.117
H -8.780 8.171 0.755 0.004 0.003 -0.003 0.088
H -4.799 -0.644 -0.410 0.006 -0.003 0.002 0.106
H -8.744 4.630 3.248 -0.006 0.021 0.022 0.097
H 3.880 -4.284 2.696 -0.197 0.102 0.274 0.110
H -2.808 0.703 -8.604 -0.003 -0.012 -0.018 0.105
H 8.031 -6.306 -4.629 0.000 -0.001 -0.003 0.092
H -7.610 4.163 1.067 -0.026 -0.054 0.028 0.103
H 0.759 0.381 -4.111 -0.010 -0.014 -0.008 0.134
H -10.839 9.028 3.840 0.019 0.014 -0.011 0.118
H -1.419 -0.957 -6.752 -0.021 -0.045 -0.033 0.079
H 4.300 -6.464 1.515 -0.028 -0.074 0.069 0.088
H -10.870 7.015 5.631 -0.032 -0.006 0.047 0.084
H -7.536 6.120 -0.497 -0.004 0.013 -0.005 0.103
H -4.648 1.528 -5.795 -0.022 -0.014 -0.046 0.132
H 9.828 -4.551 -3.623 0.002 -0.005 -0.007 0.110
H -1.850 2.194 -6.820 0.078 0.117 0.026 0.096
H -8.825 8.214 6.963 -0.001 0.001 0.010 0.085
H -2.710 2.724 -4.003 -0.014 -0.006 0.033 0.084
H 8.977 -3.834 -1.387 0.021 0.008 -0.015 0.129
H -14.273 11.412 4.021 -0.003 0.002 -0.001 0.088
H -3.619 2.318 -10.616 0.001 -0.002 -0.004 0.092
H 6.025 -5.993 3.989 -0.145 0.031 0.176 0.101
H -6.226 3.301 -0.374 0.062 0.014 -0.028 0.095
H 0.987 1.696 -1.992 -0.005 -0.001 0.012 0.108
H 11.440 -5.265 1.054 0.013 0.066 0.016 0.095
H -6.854 2.309 -4.911 -0.021 -0.012 -0.016 0.108
H 6.861 -2.101 -0.111 -0.135 -0.004 -0.005 0.114
H 3.163 -6.874 9.230 0.002 0.003 0.010 0.105